C12H18Cl4IrO4 | the ωB97M-V functional and the def2-TZVPD basis

Positions of all 39 atoms, in Å:
C -1.613 -0.423 -0.687
C -1.447 -1.274 0.498
C -0.217 -1.973 0.375
C -2.403 -1.419 1.607
C 0.343 -1.700 -0.904
C -0.495 -0.718 -1.576
C -0.476 -0.511 -3.042
C -2.904 0.124 -1.173
C 0.475 -2.683 1.478
C 1.625 -2.209 -1.436
Ir 0.088 0.936 -0.178
Cl 0.189 0.104 3.098
Cl -1.419 1.908 1.319
O 1.756 0.825 -1.171
H -3.258 -0.764 1.453
H -1.912 -1.140 2.549
H -2.722 -2.467 1.677
H 0.309 -2.089 2.396
H 1.546 -2.666 1.272
H 0.162 -3.725 1.645
H 2.356 -2.229 -0.622
H 2.004 -1.549 -2.216
H 1.547 -3.225 -1.843
H 0.558 -0.424 -3.389
H -1.016 0.387 -3.339
H -0.918 -1.381 -3.548
H -3.493 0.562 -0.357
H -3.490 -0.694 -1.624
H -2.730 0.887 -1.937
H 2.500 0.726 -0.525
O -0.287 2.298 -1.513
H 0.340 3.030 -1.308
Cl 1.636 4.995 2.890
C 2.513 3.602 2.294
Cl 2.918 2.406 3.503
C 1.685 2.999 1.102
O 1.432 3.769 0.176
O 1.364 1.739 1.200
H 3.452 3.966 1.858

Summary:
2S+1 = 6
DFT total energy = -73851.215 eV
frontier orbital gap (spin up / spin down) = 4.378 / 5.667 eV
E_HOMO (spin up / spin down) = 0.6 / -0.7 eV
energy above the lowest of the compared OMol25 structures with the same formula, charge and spin = 17.8 kcal/mol
net charge = -2


C5H8S3 | the ωB97M-V functional and the def2-TZVPD basis

Positions of all 16 atoms, in Å:
C 0.257 -1.869 -0.398
C -1.031 -1.634 -0.663
S -2.022 -0.298 -0.102
C -1.156 0.714 0.879
S -0.117 1.996 0.019
C 1.117 1.083 -1.009
C 2.209 0.274 -0.236
S 1.344 -1.108 0.746
H 0.580 -2.956 -0.629
H -1.596 -2.497 -1.064
H -0.604 0.329 1.644
H -1.896 1.333 1.383
H 1.520 1.765 -1.632
H 0.583 0.242 -1.461
H 3.136 -0.114 -0.849
H 2.622 1.052 0.562

Summary:
DFT total energy = -37818.143 eV
frontier orbital gap = 8.841 eV
E_HOMO = -8.3 eV
energy above the lowest of the compared OMol25 structures with the same formula, charge and spin = 46.7 kcal/mol


C52H51CeN10OPS3 | the ωB97M-V functional and the def2-TZVPD basis

Positions of all 119 atoms, in Å:
Ce 1.376 -0.344 -0.933
C -3.487 -1.224 2.389
N -2.645 -1.402 1.195
C -1.529 -0.718 0.784
N -1.214 -1.061 -0.476
C -2.210 -1.905 -0.904
C -3.064 -2.163 0.124
C -4.304 -2.918 0.208
C -5.610 -2.391 0.243
C -6.673 -3.270 0.102
C -6.401 -4.636 -0.029
C -5.105 -5.152 -0.062
C -4.053 -4.293 0.129
C -2.593 -2.684 -2.130
C -2.006 -3.902 -2.316
C -2.372 -4.770 -3.377
C -3.395 -4.305 -4.215
C -3.933 -3.040 -4.041
C -3.565 -2.115 -2.985
P -0.803 0.456 1.956
C -0.604 1.974 0.965
N 0.244 2.201 -0.038
C 0.048 3.515 -0.422
C -0.936 4.059 0.339
N -1.296 3.123 1.263
C -2.350 3.319 2.236
C -1.725 5.277 0.214
C -1.621 6.285 1.188
C -2.264 7.491 1.061
C -3.022 7.764 -0.089
C -3.200 6.804 -1.061
C -2.592 5.542 -0.863
C 0.936 4.434 -1.120
C 1.969 4.978 -0.416
C 2.443 6.207 -0.774
C 2.006 6.912 -1.899
C 0.985 6.350 -2.645
C 0.453 5.097 -2.270
C 0.851 -0.348 2.275
N 1.837 -0.689 1.460
C 2.852 -1.245 2.219
C 2.461 -1.195 3.500
N 1.208 -0.616 3.550
C 0.363 -0.534 4.778
C 3.164 -1.499 4.757
C 2.672 -2.390 5.699
C 3.321 -2.625 6.906
C 4.599 -2.092 7.057
C 5.202 -1.281 6.110
C 4.436 -0.879 4.964
C 4.244 -1.523 1.795
C 5.039 -0.402 1.466
C 6.447 -0.541 1.414
C 7.040 -1.769 1.718
C 6.212 -2.871 1.956
C 4.819 -2.785 1.930
H -2.941 -1.431 3.303
H -3.886 -0.220 2.468
H -4.248 -1.933 2.322
H -5.754 -1.306 0.358
H -7.721 -2.928 0.135
H -7.223 -5.327 -0.060
H -4.905 -6.206 -0.090
H -3.040 -4.649 0.197
H -1.374 -4.287 -1.536
H -1.972 -5.771 -3.514
H -3.827 -4.946 -5.015
H -4.697 -2.741 -4.742
H -4.066 -1.170 -2.880
H -1.939 3.559 3.229
H -2.982 4.156 1.908
H -2.942 2.380 2.341
H -0.993 6.130 2.076
H -2.213 8.279 1.791
H -3.424 8.768 -0.257
H -3.835 7.009 -1.905
H -2.752 4.819 -1.675
H 2.127 4.562 0.577
H 3.137 6.529 -0.057
H 2.461 7.852 -2.155
H 0.653 6.747 -3.582
H -0.399 4.774 -2.917
H 0.675 -1.353 5.410
H 0.513 0.385 5.297
H -0.670 -0.706 4.554
H 1.768 -2.905 5.518
H 2.887 -3.280 7.644
H 5.150 -2.280 7.965
H 6.209 -0.962 6.236
H 4.840 -0.204 4.217
H 4.625 0.594 1.323
H 7.105 0.262 1.179
H 8.076 -1.876 1.767
H 6.785 -3.763 2.082
H 4.157 -3.658 2.058
N -5.133 -0.118 -6.420
N -3.740 0.016 -6.568
C -2.709 0.670 -5.725
N -1.343 0.472 -6.132
S -3.112 1.449 -4.284
H -5.181 -0.539 -5.447
H -5.533 0.929 -6.159
H -3.265 -0.327 -7.434
H -1.344 0.773 -7.113
H -0.892 1.157 -5.536
H 1.207 -3.836 0.133
S 5.007 2.941 -2.412
C 3.781 1.888 -2.202
N 2.928 1.130 -2.081
C 5.225 -2.476 -3.013
S 4.337 -2.833 -1.475
C 3.771 -4.534 -1.757
O 2.983 -2.062 -1.611
H 5.876 -3.300 -3.264
H 5.889 -1.597 -2.860
H 4.449 -2.233 -3.721
H 4.350 -5.330 -1.228
H 3.699 -4.782 -2.819
H 2.732 -4.571 -1.328

Summary:
2S+1 = 2
DFT total energy = -126414.784 eV
frontier orbital gap (spin up / spin down) = 5.258 / 5.289 eV
E_HOMO (spin up / spin down) = -7.5 / -7.6 eV
energy above the lowest of the compared OMol25 structures with the same formula, charge and spin = 30.8 kcal/mol
net charge = +1


C51H94Br22IN3O2 | the ωB97M-V functional and the def2-TZVPD basis

Positions of all 173 atoms, in Å:
C -2.807 7.924 1.022
C -1.903 8.080 2.264
C -1.865 9.514 2.826
C -0.464 10.019 3.145
C 0.533 10.011 1.978
C 0.001 10.516 0.642
C 0.844 10.028 -0.555
C -0.025 9.804 -1.809
C -0.402 8.333 -1.978
C -1.718 8.167 -2.728
C -1.942 6.729 -3.231
C -3.437 6.425 -3.416
C -4.066 5.726 -2.193
C -4.592 4.308 -2.435
C -3.676 3.465 -3.314
C -3.995 1.978 -3.287
C -3.056 1.201 -4.207
C -3.096 -0.321 -3.947
C -1.757 -0.982 -3.817
C -0.824 -0.767 -2.889
I -1.166 0.631 -1.348
C 0.437 -1.570 -2.979
O 1.553 -1.155 -2.795
C 0.234 -3.002 -3.396
C 1.082 -4.034 -2.720
C 1.296 -5.334 -3.510
C 0.312 -6.447 -3.160
C 0.289 -6.830 -1.675
N 1.606 -6.646 -1.007
C 2.035 -7.856 -0.382
N 2.856 -8.598 -0.984
N 1.502 -8.216 0.895
C -0.695 -3.210 -4.321
C -1.426 -2.036 -4.840
O -1.724 -1.900 -6.001
H -3.810 7.632 1.321
H -2.390 7.161 0.365
H -2.842 8.843 0.439
H -2.267 7.390 3.024
H -0.906 7.753 1.970
H -2.479 9.565 3.723
H -2.336 10.173 2.097
H -0.033 9.432 3.960
H -0.533 11.043 3.524
H 1.352 10.672 2.272
H 0.983 9.024 1.865
H -1.019 10.180 0.456
H -0.022 11.607 0.630
H 1.636 10.743 -0.770
H 1.268 9.064 -0.277
H 0.553 10.113 -2.681
H -0.925 10.419 -1.771
H 0.367 7.791 -2.531
H -0.500 7.846 -1.004
H -1.771 8.831 -3.593
H -2.562 8.395 -2.072
H -1.501 6.071 -2.478
H -1.388 6.575 -4.158
H -3.625 5.887 -4.341
H -3.935 7.391 -3.519
H -3.316 5.664 -1.402
H -4.860 6.351 -1.785
H -5.589 4.313 -2.877
H -4.669 3.810 -1.465
H -3.760 3.800 -4.350
H -2.624 3.604 -3.042
H -3.924 1.609 -2.262
H -5.029 1.818 -3.604
H -3.409 1.373 -5.223
H -2.041 1.590 -4.144
H -3.636 -0.828 -4.742
H -3.644 -0.509 -3.020
H 2.028 -3.568 -2.452
H 0.578 -4.255 -1.774
H 2.298 -5.691 -3.302
H 1.195 -5.110 -4.571
H 0.603 -7.332 -3.727
H -0.706 -6.188 -3.456
H -0.070 -7.851 -1.545
H -0.447 -6.206 -1.163
H 1.481 -5.972 -0.262
H 3.011 -9.415 -0.395
H 1.612 -7.482 1.585
H 0.518 -8.469 0.822
H -0.931 -4.192 -4.703
Br 1.834 5.502 -0.800
C 1.644 3.633 -1.316
C 2.549 3.258 -2.458
Br 1.874 3.946 -4.147
H 0.596 3.480 -1.554
H 1.901 3.057 -0.430
H 2.582 2.177 -2.571
H 3.555 3.644 -2.336
Br 3.343 -12.086 0.041
C 2.050 -12.164 -1.411
C 1.910 -13.552 -1.973
Br 3.414 -14.044 -3.106
H 2.374 -11.439 -2.152
H 1.106 -11.842 -0.976
H 1.032 -13.601 -2.613
H 1.843 -14.312 -1.201
Br 1.953 -0.058 -0.555
C 3.110 -0.044 1.021
C 4.051 1.131 1.003
Br 5.504 0.872 -0.262
H 3.632 -0.996 1.034
H 2.449 0.019 1.884
H 4.525 1.260 1.970
H 3.560 2.059 0.727
Br -3.003 11.910 5.352
C -4.428 11.290 6.515
C -4.767 9.846 6.251
Br -5.789 9.627 4.612
H -5.270 11.956 6.360
H -4.054 11.409 7.530
H -5.399 9.453 7.045
H -3.881 9.228 6.151
Br 8.661 0.303 4.229
C 7.266 -0.896 4.849
C 5.968 -0.666 4.124
Br 5.072 0.948 4.745
H 7.173 -0.745 5.920
H 7.632 -1.901 4.652
H 5.273 -1.479 4.321
H 6.105 -0.555 3.052
Br -0.116 -13.039 -5.132
C 0.420 -14.898 -5.340
C -0.769 -15.816 -5.412
Br -1.573 -16.080 -3.661
H 1.076 -15.132 -4.508
H 0.990 -14.933 -6.266
H -0.463 -16.804 -5.746
H -1.551 -15.436 -6.063
Br 6.176 -11.681 -2.228
C 7.094 -10.103 -1.563
C 6.308 -8.846 -1.836
Br 6.429 -8.312 -3.701
H 8.075 -10.087 -2.027
H 7.201 -10.258 -0.492
H 6.720 -8.014 -1.269
H 5.250 -8.950 -1.613
Br -0.953 14.554 3.064
C -1.645 16.308 3.535
C -2.600 16.243 4.697
Br -4.338 15.554 4.168
H -2.107 16.716 2.643
H -0.771 16.900 3.797
H -2.792 17.240 5.085
H -2.238 15.604 5.497
Br 3.804 4.464 2.843
C 2.347 3.362 3.504
C 1.073 3.609 2.739
Br 0.227 5.284 3.232
H 2.246 3.574 4.564
H 2.676 2.332 3.371
H 0.341 2.835 2.965
H 1.239 3.655 1.666
Br -0.474 -8.734 4.847
C -0.639 -10.586 4.274
C -0.022 -10.809 2.923
Br -1.144 -10.104 1.499
H -1.696 -10.826 4.295
H -0.122 -11.173 5.029
H 0.071 -11.873 2.717
H 0.948 -10.332 2.815
Br -2.547 -12.870 6.752
C -3.862 -12.999 5.326
C -3.852 -14.357 4.680
Br -2.318 -14.572 3.503
H -3.638 -12.209 4.616
H -4.822 -12.802 5.796
H -4.727 -14.482 4.045
H -3.809 -15.163 5.405

Summary:
DFT total energy = -1612012.626 eV
frontier orbital gap = 8.387 eV
E_HOMO = -9.3 eV
energy above the lowest of the compared OMol25 structures with the same formula, charge and spin = 0.0 kcal/mol


C6H13N2 | the ωB97M-V functional and the def2-TZVPD basis

Positions of all 21 atoms, in Å:
C 2.703 0.477 0.771
C 1.290 -0.131 1.054
C 0.255 0.699 0.466
N -0.300 0.745 -0.693
C -0.692 -0.189 -1.632
C -1.734 -1.258 -0.984
N -1.612 -1.101 0.427
C -0.561 1.877 0.241
H 2.761 0.814 -0.239
H 3.411 -0.207 1.253
H 2.813 1.341 1.388
H 1.203 -0.227 2.195
H 1.244 -1.139 0.611
H 0.197 -0.724 -2.031
H -1.227 0.206 -2.479
H -2.792 -0.956 -1.246
H -1.610 -2.286 -1.463
H -2.349 -0.691 1.028
H -1.351 -2.037 0.835
H -1.507 1.964 0.603
H -0.145 2.822 -0.103

Summary:
DFT total energy = -9403.454 eV
frontier orbital gap = 9.897 eV
E_HOMO = -13.9 eV
energy above the lowest of the compared OMol25 structures with the same formula, charge and spin = 78.7 kcal/mol
net charge = +1


C40H52F3N2O6P2PtS2 | the ωB97M-V functional and the def2-TZVPD basis

Positions of all 108 atoms, in Å:
Pt -0.782 1.265 0.142
C 2.073 -0.747 5.432
C 1.768 -0.245 4.042
C 2.962 0.361 3.342
O 1.329 -1.423 3.260
P 0.303 -1.318 2.088
O 0.174 0.081 1.591
C 0.925 -2.492 0.890
P 2.617 -2.134 0.344
O 2.893 -0.718 0.089
O 3.571 -2.714 1.463
C 3.682 -4.127 1.790
C 3.210 -4.324 3.217
C 5.128 -4.527 1.593
O 2.696 -3.126 -0.888
C 3.871 -3.062 -1.767
C 3.569 -2.100 -2.893
C 4.139 -4.473 -2.235
O -1.118 -1.774 2.555
C -1.612 -2.890 3.362
C -1.132 -2.771 4.791
C -1.287 -4.230 2.737
H 2.429 0.080 6.046
H 2.856 -1.506 5.395
H 1.190 -1.172 5.909
H 0.934 0.459 4.059
H 3.788 -0.352 3.325
H 3.284 1.256 3.876
H 2.718 0.635 2.316
H 0.252 -2.496 0.030
H 0.918 -3.493 1.325
H 3.049 -4.693 1.101
H 3.908 -3.858 3.914
H 3.153 -5.389 3.448
H 2.227 -3.877 3.373
H 5.766 -3.974 2.283
H 5.456 -4.318 0.575
H 5.252 -5.594 1.784
H 4.710 -2.689 -1.174
H 2.711 -2.450 -3.470
H 4.427 -2.022 -3.562
H 3.347 -1.113 -2.487
H 3.294 -4.844 -2.816
H 4.305 -5.143 -1.392
H 5.027 -4.491 -2.868
H -2.688 -2.728 3.324
H -0.055 -2.926 4.859
H -1.625 -3.531 5.398
H -1.379 -1.793 5.203
H -0.238 -4.498 2.879
H -1.526 -4.241 1.673
H -1.885 -5.000 3.224
S 0.721 1.133 -1.541
C -0.103 1.917 -2.869
N 0.449 1.867 -4.102
C -0.379 2.284 -5.226
C -1.092 3.566 -4.865
N -1.854 3.366 -3.640
C -3.112 4.086 -3.446
C -4.330 3.190 -3.496
C -4.492 2.277 -4.533
C -5.616 1.469 -4.588
C -6.593 1.570 -3.605
C -6.438 2.479 -2.570
C -5.307 3.283 -2.515
C -1.319 2.602 -2.666
S -2.150 2.465 -1.160
C 1.654 1.107 -4.418
C 1.341 -0.236 -5.040
C 2.074 -0.686 -6.130
C 1.820 -1.936 -6.679
C 0.821 -2.737 -6.149
C 0.076 -2.286 -5.066
C 0.337 -1.043 -4.512
H -1.102 1.498 -5.467
H 0.263 2.431 -6.094
H -1.777 3.848 -5.663
H -0.369 4.377 -4.731
H -3.160 4.840 -4.232
H -3.078 4.617 -2.492
H -3.736 2.194 -5.307
H -5.736 0.763 -5.401
H -7.472 0.941 -3.648
H -7.193 2.559 -1.800
H -5.179 3.982 -1.696
H 2.227 0.979 -3.500
H 2.262 1.705 -5.099
H 2.852 -0.059 -6.551
H 2.398 -2.279 -7.527
H 0.616 -3.708 -6.582
H -0.708 -2.907 -4.651
H -0.239 -0.702 -3.658
F -4.568 6.159 7.283
C -3.279 6.355 6.952
F -3.152 7.656 6.636
F -2.544 6.136 8.051
C -2.870 5.471 5.805
C -3.575 5.567 4.612
C -3.221 4.773 3.539
C -2.159 3.870 3.651
C -1.461 3.783 4.857
C -1.813 4.584 5.931
C -1.786 3.044 2.545
C -1.459 2.329 1.620
H -4.399 6.264 4.526
H -3.763 4.840 2.605
H -0.638 3.086 4.942
H -1.270 4.517 6.863

Summary:
2S+1 = 3
DFT total energy = -109236.458 eV
frontier orbital gap (spin up / spin down) = 7.426 / 5.720 eV
E_HOMO (spin up / spin down) = -9.5 / -10.5 eV
energy above the lowest of the compared OMol25 structures with the same formula, charge and spin = 0.3 kcal/mol
net charge = +1